No. 1
18
Properties=species:S:1:pos:R:3:mulliken_charge:R:1 method="wB97M-V/def2-TZVPD" e_above_lowest_kcal_mol=77.6 homo_energy_ev="-18.7 / -18.7" homo_lumo_gap_ha="0.2807 / 0.2806" smiles="C=C1C/[N+]1=C/[NH+]=C/C" total_charge=+2 total_energy_ha=-343.2937 multiplicity=1 e_lumo_ev="-11.0 / -11.0"
C -0.9858 1.0267 0.1057 0.078
C -0.3690 -1.1461 -0.8429 0.530
C 1.3046 1.5331 1.2323 0.543
C 0.3674 2.6288 1.5043 -0.395
C -0.8809 -2.3249 -1.4701 -1.289
C 2.3717 0.7137 1.2994 -0.733
N -1.1616 -0.0686 -0.6687 -0.043
N -0.0331 1.4283 0.8987 0.015
H -1.7432 1.6709 -0.1428 0.450
H 0.1535 3.1392 2.4042 0.334
H 0.3268 3.3808 0.6249 0.281
H -1.6464 -2.1956 -2.1088 0.431
H -1.3954 -3.1187 -0.7471 0.419
H -0.0605 -3.0569 -1.7374 0.372
H 2.3789 -0.2590 0.8472 0.260
H 0.6472 -0.9668 -0.4939 0.220
H 3.3206 1.0026 1.8064 0.279
H -2.0795 -0.1385 -0.9829 0.248

***

No. 2
19
Properties=species:S:1:pos:R:3:mulliken_charge:R:1 method="wB97M-V/def2-TZVPD" e_above_lowest_kcal_mol=46.4 homo_energy_ev="-11.6 / -11.6" homo_lumo_gap_ha="0.1412 / 0.1413" total_charge=+1 total_energy_ha=-3482.6908 multiplicity=2 e_lumo_ev="-7.8 / -7.8"
Ag -28.4138 -16.2866 23.7572 0.994
Br -28.7291 -12.5317 26.8052 0.006
C -23.9278 -0.4587 27.6239 -0.614
O -24.7214 -1.6209 27.2297 -0.341
P -24.4106 -2.1717 25.7045 1.036
O -24.7542 -1.2500 24.5737 -0.695
O -22.7873 -2.4667 25.7786 -0.258
C -22.0587 -2.6682 24.5631 -0.645
O -25.1246 -3.6294 25.6010 -0.323
C -25.0594 -4.5460 26.7407 -0.612
H -23.2944 -0.0769 26.8232 0.307
H -23.3168 -0.8196 28.4513 0.248
H -24.6070 0.3543 27.8806 0.262
H -22.4560 -2.1162 23.7114 0.322
H -22.2939 -3.7123 24.3566 0.257
H -21.0522 -2.3936 24.8790 0.219
H -24.1341 -4.4721 27.3121 0.310
H -25.3295 -5.5464 26.4026 0.256
H -25.8528 -4.3547 27.4633 0.268

***

> The highest multiplicity belongs to which entry?

C3H9AgBrO4P